{"formula": "C11H21N2O", "method": "wB97M-V/def2-TZVPD", "symbols": ["H", "C", "H", "O", "H", "C", "H", "H", "H", "H", "H", "H", "C", "H", "C", "H", "H", "C", "H", "H", "N", "H", "H", "C", "H", "C", "C", "H", "C", "H", "C", "N", "C", "H", "H"], "xyz": [[1.2980, -1.3005, 0.8920], [2.7467, -1.2499, -0.8387], [-2.0875, 0.2010, 1.7159], [0.5151, 0.6343, -1.7638], [-3.4071, 1.5242, -0.7571], [3.9407, -1.7092, 0.0722], [4.6644, -2.4140, -0.4781], [-3.8157, -0.1042, -0.0506], [3.1702, -0.5700, -1.5876], [-1.2500, -2.1018, 2.2159], [-0.3979, 0.0822, 2.0777], [0.0427, 3.4386, 1.2900], [-0.9683, 1.8940, 0.1128], [-1.6007, 0.2867, -2.1388], [0.1520, 2.4026, 1.0970], [3.5588, -2.1303, 0.9487], [0.1042, 1.7809, 2.0582], [-1.2154, -0.2148, 1.2195], [-2.0394, -1.1110, -1.0311], [-1.8824, 2.2370, 0.5553], [2.5966, 2.0740, 0.1954], [-2.3345, -1.9396, 0.7159], [-0.7438, 2.2949, -0.9532], [1.5333, 2.2244, 0.6057], [2.3316, -2.0803, -1.2894], [-1.9135, -0.0296, -1.1500], [-3.4276, 0.4669, -0.8890], [-0.7631, -2.2662, 0.4937], [-1.3609, -1.6971, 1.2501], [4.3961, -0.7606, 0.3257], [1.3581, -0.8025, -0.1349], [-0.8996, 0.4037, -0.0855], [0.4325, -0.0035, -0.6046], [-3.9952, 0.2554, -1.8519], [1.2617, 0.2841, -2.2376]], "nbo_charge": [0.241, -0.413, 0.243, -0.697, 0.215, -0.596, 0.238, 0.220, 0.219, 0.256, 0.236, 0.282, -0.211, 0.260, -0.521, 0.204, 0.255, -0.235, 0.231, 0.248, -0.291, 0.214, 0.270, 0.270, 0.214, -0.219, -0.622, 0.241, -0.650, 0.225, -0.235, -0.273, 0.412, 0.258, 0.516], "lumo_energy_ev": -2.5, "gap_ev": 10.5, "total_charge": 1, "e_homo_ev": -12.94, "de_lowest_kj_mol": 374.5, "energy_ev": -16765.622}


{"formula": "C22H54O8S8", "method": "wB97M-V/def2-TZVPD", "symbols": ["H", "H", "H", "H", "S", "C", "H", "C", "O", "H", "C", "H", "S", "S", "H", "O", "H", "O", "H", "H", "H", "C", "H", "S", "C", "C", "H", "H", "H", "H", "H", "S", "S", "H", "H", "H", "C", "O", "C", "H", "H", "H", "H", "H", "S", "C", "C", "O", "C", "H", "H", "H", "H", "H", "H", "H", "C", "H", "C", "C", "H", "H", "H", "C", "O", "C", "H", "H", "C", "S", "C", "O", "H", "H", "H", "O", "H", "H", "C", "H", "C", "C", "H", "H", "H", "H", "H", "H", "H", "H", "H", "C"], "xyz": [[0.3171, -2.4541, 3.7070], [4.0178, 1.9073, 1.3772], [0.2719, 1.9936, -0.9653], [4.6862, 4.4822, 4.4084], [-3.9163, -0.1639, -0.1707], [1.0352, 4.9001, 3.0437], [-0.3544, -4.8496, -5.5879], [-0.0957, 4.7631, -2.7631], [-2.6484, -3.2723, 0.2778], [-0.0323, 4.6962, -1.7422], [4.4292, -1.5709, -3.4550], [-5.5097, -1.5244, 1.1757], [-0.4505, -5.4197, -3.0687], [-3.0640, -4.7596, 0.3695], [3.0893, 2.4740, 3.8107], [-2.5277, 5.8175, -2.2855], [-0.4291, -1.5760, 0.1719], [-0.4082, 0.9358, 1.8397], [-1.1473, -0.1184, -0.6104], [-1.9312, -5.2354, -5.0151], [-3.2191, 2.9797, -2.8652], [3.1455, 6.0392, 4.0653], [-2.1475, -4.7574, 2.4461], [-1.7955, 4.7325, -3.1507], [2.9836, 3.5649, 3.7827], [1.9120, 6.1530, 3.5874], [2.0108, 1.7066, -0.5647], [-5.4328, -2.0927, -0.4118], [-6.2832, -0.5299, -0.0925], [6.7819, 2.3683, -0.3657], [-0.7439, -6.3628, -5.1448], [-1.3415, -0.8275, 4.1471], [2.7245, -1.1661, -3.1877], [-0.4235, -2.8927, -3.7113], [-1.9122, -3.5123, -3.0154], [-4.8854, -3.7131, 1.6831], [1.0153, 1.8291, -0.1264], [-4.0066, 0.2742, -1.6171], [-4.4542, 1.2850, 0.7525], [0.4400, 4.0427, -3.2446], [4.9551, -1.0846, -2.7349], [0.0367, 5.2326, 2.7398], [-2.1571, 3.1330, -1.3339], [-5.5823, 1.5637, 0.3512], [0.6771, 0.3669, 0.8574], [-2.0361, -5.4357, 1.6223], [-4.6798, -4.6793, 1.0681], [-1.4193, -6.3336, -2.3743], [5.8189, 2.0868, -0.7904], [4.6021, -2.6207, -3.3066], [6.0198, 1.9985, -1.8279], [-5.3569, -4.8252, 0.2450], [-4.3562, 0.9305, 1.7921], [0.6801, 5.6568, -2.9854], [0.4981, -0.8526, -1.2312], [4.5091, 0.6467, 2.1956], [-0.2451, -2.1645, 4.4162], [1.4836, 7.0937, 3.7280], [1.6235, 3.6216, 3.1235], [2.5263, 0.3581, -4.0030], [-1.5808, 2.3619, -2.5205], [-3.7824, 1.9783, 0.4893], [-0.7587, -3.1415, 4.9113], [4.8967, 1.3125, 1.4791], [-2.0956, -0.6150, 5.5288], [-0.1860, -0.6297, -0.2773], [-3.2383, -1.1783, 3.0159], [-0.6385, -3.3291, -1.8467], [3.5978, 4.7256, 4.2411], [5.2928, 0.5846, -0.0873], [-0.8605, -5.4603, -4.7573], [4.0794, 0.3528, -0.8897], [-1.9629, -2.1441, 2.2616], [5.7871, 1.8510, 1.6981], [-2.2870, -6.5237, 2.0107], [2.0099, -2.2610, -4.0015], [1.0954, 2.8101, 3.0101], [3.8131, 6.8690, 4.3145], [-2.2146, 3.2397, -2.3241], [4.9479, 2.8190, -0.7305], [-2.3851, -1.6919, 3.0598], [-0.8532, -3.6856, -2.9255], [-4.7135, -5.5600, 1.5823], [0.4081, -1.6515, 4.9962], [3.1749, 1.1613, -3.5471], [1.0088, 2.8560, 0.3992], [1.5353, 0.6573, -4.1559], [-1.0020, -5.5368, 1.5285], [4.6500, -1.2253, -4.2219], [3.0364, 0.1263, -4.9023], [-2.6783, -2.7247, 3.5119], [-5.3940, -1.1862, 0.1142]], "mulliken_charge": [0.584, 0.123, -0.219, 0.208, 0.936, -0.451, 0.333, -0.865, -0.402, 0.232, -1.420, 0.265, 0.468, 0.555, 0.400, -0.640, 0.264, -0.630, -0.339, 0.322, 0.286, -0.281, 0.121, 0.388, -0.404, -0.468, 0.178, 0.310, 0.352, 0.438, 0.467, 0.640, 0.845, 0.315, 0.444, 0.076, -0.024, -0.717, -0.924, 0.386, 0.282, 0.405, 0.445, 0.315, 0.559, -0.851, -0.995, -0.616, -1.052, 0.347, 0.363, 0.324, 0.337, 0.337, -0.195, 0.481, -1.311, 0.398, -0.579, -1.077, 0.292, 0.223, 0.219, -0.929, -0.721, 0.240, 0.287, -0.066, -0.561, 0.329, -1.106, -0.451, 0.209, 0.471, 0.322, -0.771, 0.957, 0.387, -0.865, 0.245, -0.726, -0.586, 0.587, 0.504, 0.244, 0.096, 0.380, 0.417, 0.666, 0.493, 0.237, -1.094], "lumo_energy_ev": 0.0, "gap_ev": 8.4, "total_charge": 0, "e_homo_ev": -8.36, "de_lowest_kj_mol": 0.0, "energy_ev": -126733.851}


{"formula": "C4H7NOS", "method": "wB97M-V/def2-TZVPD", "symbols": ["H", "H", "H", "C", "H", "H", "O", "C", "C", "C", "N", "H", "H", "S"], "xyz": [[0.6130, -1.6277, 1.2691], [0.8142, -2.1697, -1.3516], [0.6549, -0.8197, -2.4913], [-0.0450, -0.8575, 0.8734], [1.5658, -0.0389, -0.3091], [-1.0548, -1.2503, 0.7487], [-0.1987, 0.9087, -0.7125], [-0.4574, 1.7698, 1.0402], [0.2785, -1.2491, -1.5674], [0.4782, -0.2335, -0.4330], [-0.7358, 2.9356, 0.9097], [-0.9952, 3.5992, 1.6174], [-0.7818, -1.4567, -1.6871], [-0.1360, 0.4897, 2.0934]], "nbo_charge": [0.232, 0.201, 0.224, -0.514, 0.140, 0.221, -0.624, 0.368, -0.611, 0.089, -0.634, 0.405, 0.209, 0.294], "lumo_energy_ev": 0.5, "gap_ev": 9.7, "total_charge": 0, "e_homo_ev": -9.23, "de_lowest_kj_mol": 232.6, "energy_ev": -18632.139}


{"formula": "C4H7N4", "method": "wB97M-V/def2-TZVPD", "symbols": ["N", "C", "H", "N", "C", "H", "H", "N", "N", "H", "C", "H", "C", "H", "H"], "xyz": [[-0.1415, 0.4476, 0.6165], [-1.8577, -0.9525, 0.2775], [-0.3058, 1.0229, 1.4316], [-0.6171, -0.8844, 0.9423], [1.6679, -0.7703, -0.4255], [1.4816, 1.4196, -0.3466], [-0.4431, 0.5016, -1.4473], [-2.0428, -0.0460, -0.5661], [0.9466, -1.7756, -0.4914], [2.0607, 0.4120, 1.1380], [-1.0186, 0.8689, -0.5399], [-1.2398, 1.9213, -0.6476], [1.3177, 0.4619, 0.2892], [-2.5177, -1.6739, 0.5029], [2.7097, -0.9533, -0.7336]], "nbo_charge": [-0.268, 0.200, 0.458, -0.131, -0.063, 0.270, 0.247, -0.301, -0.078, 0.292, -0.118, 0.266, -0.288, 0.233, 0.280], "lumo_energy_ev": [-6.5, -5.2], "gap_ev": [7.9, 9.7], "total_charge": 1, "e_homo_ev": [-14.40, -14.93], "de_lowest_kj_mol": 554.3, "energy_ev": -10209.478}


{"formula": "C25H28BaF9N7O3PS", "method": "wB97M-V/def2-TZVPD", "symbols": ["H", "H", "O", "H", "F", "C", "N", "C", "C", "C", "F", "P", "C", "H", "O", "C", "F", "H", "C", "H", "N", "H", "H", "C", "H", "Ba", "H", "C", "H", "C", "H", "H", "H", "C", "H", "C", "C", "H", "C", "S", "H", "H", "C", "N", "H", "H", "C", "C", "H", "F", "F", "N", "C", "F", "H", "C", "C", "N", "N", "F", "C", "H", "N", "F", "O", "H", "H", "C", "H", "C", "H", "F", "C", "C", "H"], "xyz": [[-3.0742, 4.3140, -2.7262], [6.6923, 1.4524, 0.5483], [-0.7241, 3.1282, -0.9679], [-3.8534, 4.2504, 0.2360], [-0.9959, -2.8245, -2.5744], [-0.0680, 2.1430, 3.1116], [2.7667, -2.8868, 2.3509], [1.7389, 1.0707, 2.5580], [-2.8767, -2.9895, 2.3301], [-3.4788, -1.8608, -0.0648], [-2.1203, 1.0487, -5.1069], [3.0525, -0.1651, 1.9603], [2.2926, -1.6603, 1.7710], [-5.3176, -2.9610, -0.0070], [-1.0881, -0.1565, -2.6825], [-1.3452, -0.8101, -3.8057], [-0.3095, -1.1712, -6.0074], [3.1423, 2.0075, -2.5752], [-4.3926, -2.7325, 0.5052], [2.9613, 2.1335, 5.5158], [0.5095, 1.3634, 2.1459], [4.0094, 1.9507, 4.0977], [-4.6400, 4.7774, -2.0486], [-3.1239, 4.2566, -0.5772], [-2.2490, 1.7318, -2.4001], [0.0891, 0.1300, -0.3402], [0.7329, 2.8894, 5.0545], [0.9438, -3.3962, 1.1721], [-4.5386, 2.3266, -2.9896], [-1.7362, -2.3051, -3.5368], [4.8321, -2.7060, 2.6147], [-1.0529, -1.8520, 2.1002], [3.3227, 0.5159, 4.8618], [3.9181, -2.9862, 3.1624], [-3.1636, 0.8324, -1.2193], [3.4036, 0.7270, 0.3344], [-4.2073, 2.6292, -1.9960], [-1.0745, 2.5165, 3.0089], [-0.0646, -0.8058, -4.7260], [-2.0457, 2.8051, -0.3445], [-3.6689, -1.4068, -1.0301], [4.0251, -4.0085, 3.5282], [0.8084, 2.3393, 4.1322], [1.1684, -2.0047, 0.9066], [-2.5854, -3.4247, 3.2762], [2.0420, -4.8816, 2.3490], [3.5007, 1.6670, -1.6174], [-4.0832, -3.3055, 1.7296], [-5.0330, 2.4501, -1.3006], [0.4735, 0.4188, -4.7703], [0.8628, -1.6370, -4.2443], [2.6804, 1.0278, -0.7346], [-3.7942, 4.0972, -1.9344], [-2.9929, -0.8579, -5.6137], [0.1558, -3.9117, 0.6508], [4.7536, 1.7660, -1.0928], [-2.5046, -0.1290, -4.5922], [1.9508, 1.6677, 3.7752], [-2.3185, -1.5484, 0.5097], [-1.6280, -3.1026, -4.6201], [3.1311, 1.5576, 4.6071], [6.0005, -0.0299, 1.2474], [4.6860, 1.1793, 0.1452], [-3.5456, 0.1408, -3.7788], [1.4279, -1.8234, -0.5067], [3.8539, -2.3061, 4.0301], [5.6511, 1.5342, 1.9825], [5.8188, 1.0224, 1.0360], [5.6674, 2.1846, -1.4783], [-2.9721, 1.8362, -1.5910], [-2.4738, 5.1242, -0.4737], [-3.0313, -2.3899, -3.1385], [-2.0225, -2.1057, 1.6842], [1.8996, -3.8752, 1.9810], [-4.7709, -3.9953, 2.2036]], "mulliken_charge": [0.261, 0.310, -0.650, 0.345, -0.157, -0.854, 0.405, -0.331, -1.047, -0.041, -0.299, -0.871, -0.510, 0.424, -0.857, 1.120, -0.289, 0.464, -1.195, 0.302, 0.400, 0.207, 0.399, -0.796, -0.182, 1.800, 0.366, -1.238, 0.353, 0.266, 0.229, 0.491, 0.287, -0.781, -0.277, -0.287, -0.567, 0.439, 0.390, 0.557, 0.334, 0.322, -0.508, 1.251, 0.434, 0.366, -0.888, -0.114, 0.217, -0.249, -0.245, 0.380, -0.658, -0.289, 0.558, -0.443, 0.420, 0.316, 0.450, -0.305, -0.779, 0.309, 0.340, -0.225, -0.965, 0.211, 0.187, -0.769, 0.363, 0.516, 0.430, -0.299, -0.242, -0.384, 0.372], "lumo_energy_ev": 2.1, "gap_ev": 3.8, "total_charge": -1, "e_homo_ev": -1.71, "de_lowest_kj_mol": 0.0, "energy_ev": -88228.460}


{"formula": "C18H28NSSm", "method": "wB97M-V/def2-TZVPD", "symbols": ["N", "H", "C", "H", "C", "C", "C", "H", "C", "H", "H", "C", "H", "H", "H", "H", "C", "H", "H", "H", "H", "H", "H", "H", "H", "C", "H", "C", "H", "H", "H", "C", "C", "C", "C", "H", "H", "Sm", "S", "H", "H", "C", "H", "C", "H", "C", "C", "H", "C"], "xyz": [[-0.0899, -0.8548, 4.1337], [-0.0705, 3.8696, -3.2832], [0.8189, 2.0855, -1.2362], [0.6951, 4.7687, -1.9879], [-0.8698, -0.1306, 4.9806], [-0.7871, 0.0185, -3.5761], [0.8008, -1.2964, -2.0070], [-0.8717, -0.7554, -4.3593], [-0.4159, 2.9781, -1.3269], [1.4936, -3.2997, 0.6767], [-0.0373, 0.7380, -3.9256], [1.9937, -1.3958, -2.8943], [-0.7186, 3.3347, -0.3345], [-2.0947, -1.7058, 1.3203], [-1.1817, 1.7835, 5.8393], [-1.7508, 0.5397, -3.5347], [1.4052, -3.2667, -0.4141], [-3.4064, -1.0518, -1.5660], [-3.0142, -0.2732, -0.0269], [2.9184, -1.5106, -2.3130], [0.9503, -4.2201, -0.7342], [0.7397, 2.8364, 4.6282], [-0.6246, -2.6022, 1.6697], [1.9086, -2.2665, -3.5612], [2.7943, -1.1242, 1.6953], [-1.3384, -2.3633, 0.8759], [2.4200, -3.2209, -0.8325], [1.2565, 1.0276, 3.5515], [-1.8330, -3.3101, 0.5916], [1.0211, 1.6830, -2.2412], [-1.6768, -0.6655, 5.4628], [0.4877, 1.7892, 4.4581], [-2.7058, -0.3534, -1.0731], [0.5907, -2.1044, -0.8359], [-1.2918, -0.7953, -1.1733], [-1.2510, 2.3644, -1.6595], [1.6889, 2.7148, -1.0068], [1.2342, 0.2288, 0.0684], [1.7401, -1.5742, 2.4486], [-1.0568, 4.8680, -2.2009], [-0.3058, -1.8453, 3.9786], [0.9496, -0.3190, 3.4148], [2.0980, 1.4313, 3.0000], [-0.5780, 1.2115, 5.1389], [-2.8548, 0.6339, -1.5337], [-0.4170, -0.5902, -2.2647], [-0.6650, -1.7009, -0.2609], [2.1041, -0.5013, -3.5278], [-0.2018, 4.1923, -2.2414]], "mulliken_charge": [-0.078, 0.307, -0.974, 0.322, -0.169, -1.540, 0.324, 0.359, 0.111, 0.302, 0.315, -1.672, 0.288, 0.342, 0.445, 0.399, -1.173, 0.322, 0.370, 0.371, 0.302, 0.456, 0.183, 0.337, 0.287, -1.343, 0.334, -0.443, 0.310, 0.142, 0.464, -0.323, -1.888, 0.380, 0.450, -0.006, 0.659, 0.914, -0.142, 0.387, 0.291, 0.411, 0.535, -0.591, 0.413, 0.907, 0.543, 0.373, -1.314], "s_squared": 8.92, "lumo_energy_ev": [-8.2, -8.1], "gap_ev": [5.2, 5.2], "spin_multiplicity": 6, "total_charge": 2, "e_homo_ev": [-13.37, -13.38], "energy_ev": -49331.715}